# 1
{"formula": "C9H14O", "method": "ωB97M-V/def2-TZVPD", "total_charge": 0, "max_force_ev_per_a": 1.5, "de_lowest_kcal_mol": 18.41, "spin_multiplicity": 1, "smiles": "Cc1ccccc1.CCO", "e_lumo_ev": 0.82, "symbols": ["C", "C", "O", "H", "H", "H", "H", "H", "H", "C", "C", "C", "C", "C", "C", "C", "H", "H", "H", "H", "H", "H", "H", "H"], "coordinates": [[0.994, -2.307, 2.913], [-0.205, -1.370, 2.837], [2.030, -1.819, 3.769], [0.757, -3.285, 3.316], [1.426, -2.420, 1.914], [-0.123, -0.520, 3.513], [2.248, -0.907, 3.542], [-1.139, -1.869, 3.111], [-0.406, -0.996, 1.842], [1.413, 1.237, -0.456], [-1.353, -0.263, -2.609], [-0.199, -0.147, -1.858], [-2.132, 0.852, -2.903], [0.191, 1.090, -1.331], [-1.670, 2.097, -2.516], [-0.442, 2.205, -1.870], [-1.646, -1.236, -2.987], [0.338, -1.014, -1.480], [-3.033, 0.670, -3.471], [-2.175, 3.022, -2.762], [1.768, 2.262, -0.359], [2.168, 0.648, -0.983], [-0.012, 3.192, -1.726], [1.204, 0.880, 0.554]]}

=====

# 2
{"formula": "C5H9N3O", "method": "ωB97M-V/def2-TZVPD", "total_charge": 0, "max_force_ev_per_a": 6.3, "de_lowest_kcal_mol": 197.81, "spin_multiplicity": 1, "e_lumo_ev": 0.56, "symbols": ["C", "C", "C", "C", "C", "H", "H", "H", "H", "H", "H", "H", "H", "H", "N", "N", "N", "O"], "coordinates": [[-1.530, 0.226, -0.397], [-0.125, 2.018, 0.146], [0.948, 0.908, 0.412], [1.333, -0.250, -0.450], [0.461, -0.415, 0.706], [-1.829, -2.066, 0.953], [-1.781, -2.120, -1.059], [-2.493, -0.212, -1.050], [-0.770, 2.241, 1.043], [-0.259, 3.291, -0.357], [1.849, 1.080, 0.948], [1.115, -0.232, -1.415], [2.829, -1.474, -0.082], [0.536, -1.044, 1.557], [-1.145, -2.136, -0.013], [-0.768, -0.718, 0.130], [-1.194, 1.367, -0.560], [2.823, -0.464, -0.511]]}

=====

# 3
{"formula": "C12H16N2O5", "method": "ωB97M-V/def2-TZVPD", "total_charge": 0, "max_force_ev_per_a": 1.6, "de_lowest_kcal_mol": 122.25, "spin_multiplicity": 1, "smiles": "Cc1ccc([N+](=O)[O-])cc1N[C@@H]1C[C@H](O)[C@H](CO)O1", "e_lumo_ev": -0.21, "symbols": ["C", "C", "C", "C", "C", "C", "C", "N", "H", "C", "O", "C", "C", "O", "H", "H", "H", "H", "C", "O", "H", "H", "C", "H", "H", "H", "H", "N", "O", "O", "H", "H", "H", "H", "H"], "coordinates": [[0.222, -2.710, -0.059], [1.334, -1.708, -0.096], [2.637, -2.091, 0.174], [3.684, -1.187, 0.152], [3.401, 0.138, -0.147], [2.106, 0.559, -0.421], [1.055, -0.355, -0.408], [-0.226, 0.002, -0.724], [-0.950, -0.651, -0.442], [-0.700, 1.364, -0.768], [-2.019, 1.378, -1.251], [-2.930, 1.206, -0.166], [-3.681, -0.140, -0.317], [-2.903, -1.109, -0.963], [-2.609, -0.722, -1.801], [-4.608, 0.037, -0.878], [-3.926, -0.540, 0.667], [-3.656, 2.025, -0.221], [-2.102, 1.344, 1.137], [-1.891, 0.074, 1.707], [-1.352, 0.172, 2.499], [-2.629, 1.991, 1.851], [-0.802, 1.985, 0.635], [0.056, 1.738, 1.257], [-0.909, 3.066, 0.565], [-0.095, 1.949, -1.468], [1.944, 1.601, -0.647], [4.459, 1.105, -0.160], [5.593, 0.711, 0.022], [4.163, 2.270, -0.347], [4.698, -1.485, 0.364], [2.839, -3.125, 0.410], [-0.257, -2.789, -1.034], [0.602, -3.689, 0.221], [-0.543, -2.418, 0.661]]}

=====

What did the first record say?
{"formula": "C9H14O", "method": "ωB97M-V/def2-TZVPD", "total_charge": 0, "max_force_ev_per_a": 1.5, "de_lowest_kcal_mol": 18.41, "spin_multiplicity": 1, "smiles": "Cc1ccccc1.CCO", "e_lumo_ev": 0.82, "symbols": ["C", "C", "O", "H", "H", "H", "H", "H", "H", "C", "C", "C", "C", "C", "C", "C", "H", "H", "H", "H", "H", "H", "H", "H"], "coordinates": [[0.994, -2.307, 2.913], [-0.205, -1.370, 2.837], [2.030, -1.819, 3.769], [0.757, -3.285, 3.316], [1.426, -2.420, 1.914], [-0.123, -0.520, 3.513], [2.248, -0.907, 3.542], [-1.139, -1.869, 3.111], [-0.406, -0.996, 1.842], [1.413, 1.237, -0.456], [-1.353, -0.263, -2.609], [-0.199, -0.147, -1.858], [-2.132, 0.852, -2.903], [0.191, 1.090, -1.331], [-1.670, 2.097, -2.516], [-0.442, 2.205, -1.870], [-1.646, -1.236, -2.987], [0.338, -1.014, -1.480], [-3.033, 0.670, -3.471], [-2.175, 3.022, -2.762], [1.768, 2.262, -0.359], [2.168, 0.648, -0.983], [-0.012, 3.192, -1.726], [1.204, 0.880, 0.554]]}